The following is a DFT calculation (ωB97M-V/def2-TZVPD) of 2 unconnected molecules or ions with the total composition C5H8O2.

```
15
Properties=species:S:1:pos:R:3
O -1.08 1.86 -0.33
C -1.45 0.72 -0.39
C -1.67 -0.16 0.83
C -0.69 -1.31 0.78
O 0.19 -1.48 1.58
H -1.64 0.22 -1.36
H -1.52 0.42 1.74
H -2.69 -0.57 0.79
H -0.81 -2.00 -0.09
C 1.69 0.92 -0.93
C 2.10 -0.15 -0.26
H 1.70 1.91 -0.49
H 1.32 0.85 -1.95
H 2.08 -1.15 -0.69
H 2.46 -0.08 0.77
```

## Properties
HOMO level, eV: -9.9872
Energy relative to the best compared isomer or geometry (same formula, charge and spin), kJ/mol: 204.1
Charge: 0
Maximum force, Eh/bohr: 0.0111
LUMO, Eh: 0.016
Calculated total energy, hartree: -345.7272
2S+1: 1

Mulliken population analysis, charges in e, atoms 1 to 2:
1. O -0.4504
2. C -0.0115

=====

The following is a DFT calculation (ωB97M-V/def2-TZVPD) of C5H8O2 in the gas phase.

```
15
Properties=species:S:1:pos:R:3
O -0.97 -2.09 0.35
C -0.91 -0.89 0.25
C -1.92 0.20 -0.10
C -0.71 1.09 -0.48
C 0.25 0.09 0.24
C 1.63 -0.34 -0.27
O 2.60 -0.26 0.77
H -2.66 -0.04 -0.88
H -2.44 0.54 0.80
H -0.71 2.10 -0.07
H -0.57 1.15 -1.56
H 0.43 0.44 1.26
H 1.58 -1.36 -0.67
H 1.99 0.33 -1.05
H 2.40 -0.94 1.42
```

## Properties
HOMO level, eV: -9.5875
Energy relative to the best compared isomer or geometry (same formula, charge and spin), kJ/mol: 125.2
Charge: 0
Maximum force, Eh/bohr: 0.0106
LUMO, Eh: 0.030
Calculated total energy, hartree: -345.7573
2S+1: 1

Mulliken population analysis, charges in e, atoms 1 to 2:
1. O -0.5751
2. C 0.2240

=====

The following is a DFT calculation (ωB97M-V/def2-TZVPD) of 2 unconnected molecules or ions with the total composition C5H8O2.

```
15
Properties=species:S:1:pos:R:3
C 2.07 -0.41 0.38
C 1.09 -0.84 -0.40
O 0.06 -1.59 0.09
C -1.19 -0.95 -0.13
C -1.53 0.38 0.46
C -1.24 0.35 -0.81
O -1.09 0.95 -1.98
H 2.08 -0.69 1.43
H 2.85 0.24 0.01
H 1.04 -0.62 -1.47
H -1.96 -1.71 -0.23
H -1.91 0.90 1.32
H -1.29 1.89 -1.85
H 0.87 0.98 1.53
H 0.15 1.11 1.65
```

## Properties
HOMO level, eV: -9.0044
Energy relative to the best compared isomer or geometry (same formula, charge and spin), kJ/mol: 501.7
Charge: 0
Maximum force, Eh/bohr: 0.0094
LUMO, Eh: 0.022
Calculated total energy, hartree: -345.6139
2S+1: 1

Mulliken population analysis, charges in e, atoms 1 to 2:
1. C -0.9861
2. C 0.0359